Entry 1:
C38H46AsN4O2RhSSe2Si | ωB97M-V with the def2-TZVPD basis set

HOMO level ... -6.61 eV

The geometry in XYZ format:
```
96
C38H46AsN4O2RhSSe2Si ωB97M-V with the def2-TZVPD basis set
Rh 0.179 0.195 0.200
O -0.349 1.447 3.183
C -0.450 2.789 3.565
C -0.630 3.633 2.295
C -0.735 5.116 2.733
O -0.934 6.009 1.674
C 0.575 3.518 1.358
Se 1.519 1.789 1.223
C -1.940 3.259 1.603
Se -2.253 1.349 1.228
H -0.427 0.847 3.930
H 0.461 3.104 4.095
H -1.315 2.951 4.222
H 0.170 5.382 3.301
H -1.598 5.245 3.391
H -0.153 6.006 1.107
H 1.351 4.212 1.697
H 0.284 3.786 0.340
H -2.018 3.790 0.652
H -2.778 3.575 2.229
C -2.256 -1.704 -2.256
C -2.116 -2.042 -0.805
C -2.990 -2.940 -0.211
C -2.831 -3.265 1.132
C -1.784 -2.732 1.846
C -0.907 -1.851 1.188
N -1.118 -1.502 -0.111
N 0.163 -1.221 1.694
Si 1.175 -1.841 2.952
C 2.942 -1.256 2.553
C 1.133 -3.750 2.842
C 0.647 -1.321 4.724
H -2.390 -2.616 -2.835
H -1.372 -1.176 -2.607
H -3.131 -1.075 -2.414
H -3.789 -3.377 -0.790
H -3.531 -3.933 1.613
H -1.635 -2.944 2.891
H 3.103 -1.370 1.482
H 3.694 -1.838 3.078
H 3.099 -0.207 2.783
H 0.721 -4.057 1.886
H 0.525 -4.194 3.623
H 2.124 -4.184 2.920
H 0.836 -0.271 4.926
H 1.211 -1.888 5.457
H -0.405 -1.520 4.903
N 0.470 2.772 -6.390
C -0.590 2.595 -5.527
S -2.149 2.822 -6.170
C -0.392 2.192 -4.200
C 0.890 2.032 -3.597
C 1.001 1.587 -2.316
N -0.052 1.275 -1.524
C -1.280 1.475 -2.065
C -1.487 1.913 -3.333
H 0.228 3.234 -7.253
H 1.350 3.056 -5.990
H 1.796 2.261 -4.137
H 1.984 1.479 -1.863
H -2.125 1.271 -1.416
H -2.493 2.044 -3.700
C 3.035 -1.987 -5.967
C 3.329 -0.786 -5.342
C 3.102 -0.637 -3.985
C 2.578 -1.684 -3.229
C 2.296 -2.885 -3.866
C 2.522 -3.035 -5.224
As 2.268 -1.375 -1.303
C 4.147 -0.907 -0.957
C 5.193 -1.746 -1.331
C 6.499 -1.422 -1.008
C 6.784 -0.233 -0.354
C 5.758 0.638 -0.035
C 4.450 0.293 -0.327
C 2.207 -3.242 -0.758
C 3.212 -3.889 -0.055
C 3.098 -5.232 0.266
C 1.976 -5.948 -0.112
C 0.950 -5.305 -0.788
C 1.065 -3.963 -1.104
H 3.208 -2.108 -7.027
H 3.738 0.035 -5.917
H 3.354 0.300 -3.498
H 1.917 -3.731 -3.305
H 2.294 -3.976 -5.704
H 4.985 -2.664 -1.871
H 7.303 -2.102 -1.258
H 7.804 0.011 -0.094
H 5.968 1.579 0.454
H 3.645 0.962 -0.035
H 4.095 -3.342 0.252
H 3.888 -5.719 0.821
H 1.893 -7.000 0.125
H 0.064 -5.855 -1.075
H 0.255 -3.456 -1.620
```

---

Entry 2:
C30H52BN3O12S2 | ωB97M-V with the def2-TZVPD basis set

SMILES string ... [H]/N=C\C[C@@H](O[C@@H](CCC(=O)O)COO)[C@@H](B(O)CC)N(CCO)CCC(=O)Nc1ccccc1.O=S1(=O)CCCC1.O=S1(=O)CCCC1
HOMO level ... -8.35 eV

The geometry in XYZ format:
```
100
C30H52BN3O12S2 ωB97M-V with the def2-TZVPD basis set
C -0.094 -4.055 -0.761
C 1.249 -3.117 -0.737
B 1.139 -1.824 0.328
O 2.038 -1.901 1.489
C 0.102 -0.634 -0.088
C 0.988 0.308 -1.159
C 0.121 1.369 -2.019
C -0.745 2.494 -1.245
N -1.370 3.480 -2.015
O 2.274 0.754 -0.624
C 2.222 1.951 0.197
C 3.513 1.866 1.252
C 3.438 2.959 2.472
C 4.286 2.344 3.752
O 5.252 3.127 4.280
O 4.073 0.994 4.312
C 2.487 3.372 -0.646
O 1.598 4.402 -0.018
O 1.072 5.173 -0.928
N -0.659 0.089 0.932
C -2.156 0.038 0.556
C -2.886 -1.381 0.891
O -3.816 -1.147 2.034
C -0.623 -0.328 2.349
C 0.605 0.346 3.265
C -0.077 1.015 4.639
O -0.057 0.229 5.733
N -0.729 2.414 4.626
C 0.137 3.266 5.528
C 1.124 4.435 4.914
C 2.139 5.382 5.816
C 2.162 5.136 7.444
C 1.159 4.016 8.103
C 0.159 3.090 7.190
H -0.989 -3.626 -0.138
H 0.183 -5.096 -0.275
H -0.513 -4.281 -1.851
H 2.154 -3.827 -0.442
H 1.525 -2.709 -1.823
H 2.507 -1.038 1.682
H -0.696 -1.152 -0.816
H 1.305 -0.521 -1.969
H -0.632 0.750 -2.706
H 0.865 1.893 -2.792
H -0.934 2.515 -0.081
H -1.110 3.284 -3.010
H 1.194 2.105 0.734
H 3.663 0.805 1.718
H 4.482 2.119 0.604
H 2.296 3.103 2.729
H 3.867 4.023 2.199
H 3.192 0.920 4.786
H 2.184 3.298 -1.774
H 3.586 3.782 -0.485
H 0.129 5.458 -0.672
H -2.717 0.918 1.136
H -2.323 0.282 -0.593
H -3.541 -1.690 -0.047
H -2.174 -2.285 1.105
H -3.833 -1.943 2.644
H -0.699 -1.467 2.603
H -1.606 0.141 2.852
H 1.144 1.233 2.728
H 1.420 -0.432 3.577
H -0.634 2.847 3.665
H 1.121 4.625 3.754
H 2.842 6.174 5.311
H 2.893 5.763 8.115
H 1.153 3.860 9.267
H -0.585 2.268 7.611
C -6.564 -3.626 -1.271
C -6.990 -2.908 -2.550
C -5.722 -2.592 -3.342
S -4.528 -3.843 -2.894
O -3.436 -3.206 -2.188
O -4.312 -4.723 -4.025
C -5.557 -4.681 -1.705
H -7.417 -4.074 -0.753
H -6.089 -2.912 -0.587
H -7.638 -3.567 -3.140
H -7.557 -1.997 -2.334
H -5.901 -2.630 -4.420
H -5.311 -1.617 -3.067
H -4.947 -5.057 -0.882
H -6.053 -5.511 -2.217
C 3.560 -1.341 -6.137
C 2.464 -1.939 -7.019
C 1.688 -2.944 -6.169
S 1.829 -2.382 -4.479
O 2.591 -3.359 -3.730
O 0.540 -1.894 -4.030
C 2.882 -0.986 -4.822
H 4.021 -0.465 -6.601
H 4.345 -2.088 -5.966
H 1.791 -1.142 -7.354
H 2.879 -2.416 -7.912
H 0.634 -2.981 -6.453
H 2.127 -3.944 -6.231
H 3.587 -0.839 -4.002
H 2.244 -0.104 -4.933
```

---

Entry 3:
C16H15N6NiO | ωB97M-V with the def2-TZVPD basis set

HOMO level (alpha / beta) ... -11.73 / -11.71 eV
Net charge ... +1

The geometry in XYZ format:
```
39
C16H15N6NiO ωB97M-V with the def2-TZVPD basis set
Ni -0.342 -0.047 -0.417
O -0.107 -3.002 -2.963
C -0.245 -2.264 -2.005
N -0.338 -0.927 -2.009
C -0.256 -0.157 -3.223
C -0.438 1.278 -2.836
C -0.571 2.305 -3.753
C -0.793 3.593 -3.301
C -0.883 3.830 -1.936
C -0.730 2.768 -1.074
N -0.502 1.523 -1.511
C -0.343 -2.773 -0.590
C -0.280 -4.111 -0.276
C -0.444 -4.488 1.050
C -0.683 -3.512 2.004
C -0.720 -2.185 1.612
N -0.536 -1.823 0.343
H -1.016 -0.454 -3.953
H 0.715 -0.290 -3.713
H -0.516 2.086 -4.811
H -0.906 4.406 -4.006
H -1.066 4.821 -1.548
H -0.777 2.899 -0.001
H -0.119 -4.820 -1.076
H -0.400 -5.531 1.333
H -0.837 -3.766 3.043
H -0.898 -1.395 2.328
N 0.387 1.581 4.682
C 0.880 1.215 3.478
C 0.057 1.122 2.337
N 0.553 0.740 1.171
C 1.860 0.447 1.092
C 2.649 0.532 2.223
N 2.171 0.901 3.403
H -0.530 1.978 4.773
H 1.041 1.712 5.435
H -0.997 1.368 2.386
H 2.259 0.150 0.132
H 3.703 0.291 2.177
```

---

Entry 4:
C2H3N3O2 | ωB97M-V with the def2-TZVPD basis set

SMILES string ... Nc1noc(=O)[nH]1
HOMO level ... -9.74 eV

The geometry in XYZ format:
```
10
C2H3N3O2 ωB97M-V with the def2-TZVPD basis set
N 0.177 1.561 -0.847
C -0.201 0.501 -0.038
N -1.134 0.423 0.848
O -1.112 -0.934 1.249
C -0.089 -1.607 0.631
O 0.262 -2.733 0.852
N 0.446 -0.680 -0.240
H -0.513 2.295 -0.883
H 1.061 1.941 -0.520
H 1.069 -0.831 -1.018
```

---

Entry 5:
C11H21Br10Cl3 | ωB97M-V with the def2-TZVPD basis set

HOMO level ... -7.89 eV

The geometry in XYZ format:
```
45
C11H21Br10Cl3 ωB97M-V with the def2-TZVPD basis set
Br -1.363 3.880 2.675
C -1.623 3.635 0.713
C -2.626 4.674 0.177
Br -3.383 4.258 -1.591
H -2.104 2.665 0.588
H -0.619 3.718 0.296
H -2.001 5.563 0.100
H -3.497 4.953 0.770
Br -3.288 -2.245 -2.090
C -2.551 -2.564 -0.242
C -2.891 -1.467 0.745
Br -4.875 -1.438 1.056
H -1.492 -2.599 -0.498
H -2.957 -3.562 -0.073
H -2.662 -0.516 0.264
H -2.309 -1.676 1.642
Br 1.376 0.692 -1.527
C 2.606 -0.289 -2.698
C 2.547 0.239 -4.162
Br 0.716 0.141 -4.987
H 2.352 -1.345 -2.782
H 3.576 -0.194 -2.211
H 3.259 -0.297 -4.791
H 2.760 1.308 -4.192
Br 3.209 0.370 4.158
C 1.714 -0.252 2.996
C 0.292 0.202 3.448
Br 0.055 2.175 3.398
H 1.721 -1.337 2.884
H 1.936 0.132 2.001
H 0.077 -0.059 4.485
H -0.422 -0.345 2.833
Br 0.849 -3.369 -2.426
C 1.167 -2.743 -0.587
C 2.631 -2.306 -0.428
Br 2.803 -1.309 1.220
H 0.815 -3.571 0.029
H 0.501 -1.917 -0.339
H 2.888 -1.755 -1.333
H 3.287 -3.176 -0.396
C -0.416 0.332 0.102
Cl -0.028 -1.090 1.052
Cl -0.934 1.545 1.232
Cl -1.598 0.172 -1.216
H 0.502 0.765 -0.297
```